[1]
Molecular formula: C30H60P2Si2W
Method: DFT, ωB97M-V/def2-TZVPD

Geometry (Å):
W: 0.21694 1.62423 -0.33891
C: 2.31728 1.21911 -0.89764
C: 1.65017 1.89943 -1.97513
C: 1.80045 3.34867 -0.17284
C: 2.51933 2.16096 0.16394
C: 1.25194 3.19727 -1.49263
C: 2.93404 -0.13324 -1.01184
H: 2.49390 -0.68833 -1.84692
H: 2.73493 -0.69814 -0.09563
H: 4.02931 -0.08382 -1.15801
C: 3.53040 2.02121 1.23075
H: 3.54926 1.00740 1.64477
H: 3.41385 2.75279 2.04014
H: 4.52745 2.19321 0.79208
C: 1.92225 4.63194 0.58978
H: 2.98886 4.91854 0.64705
H: 1.56963 4.55846 1.63144
H: 1.36898 5.45284 0.10834
C: 0.56542 4.24810 -2.30180
H: 1.07498 5.20844 -2.18638
H: -0.47053 4.39636 -1.99823
H: 0.54717 3.94276 -3.35874
C: 1.62949 1.42300 -3.37675
H: 2.55463 1.74177 -3.87978
H: 0.78951 1.83855 -3.92156
H: 1.56746 0.33336 -3.40338
C: 0.79789 -4.77259 0.79944
C: 1.53210 -4.12370 -0.12769
C: 1.15505 -3.65142 -1.50490
C: -0.30722 -3.83306 -1.91455
C: -1.16490 -2.82633 -1.11703
C: -1.67903 -2.98914 0.20595
C: -1.69969 -4.21992 0.99175
C: -0.60584 -5.29758 0.70000
H: 1.80525 -4.13496 -2.25557
H: -0.63339 -4.87042 -1.80710
H: 1.44235 -2.57788 -1.58075
H: -0.81756 -5.74161 -0.28574
H: 1.23527 -4.96007 1.78353
H: 2.58999 -3.93827 0.11623
H: -0.75887 -6.10408 1.43893
H: -1.63139 -3.93873 2.05666
H: -2.23665 -2.16880 0.64798
H: -2.66738 -4.75163 0.86766
H: -0.34175 -3.58837 -2.98293
H: -0.50638 -1.93389 -1.02997
P: -2.43310 -1.81264 -2.07654
C: -4.03461 -2.67768 -1.73037
C: -2.31653 -1.96755 -3.88539
P: -1.67500 1.27854 -1.60122
C: -2.83370 -0.18601 -1.45463
C: -1.62337 1.31356 -3.43914
C: -2.98672 2.49524 -1.12513
H: -4.48184 -2.24783 -0.81825
H: -3.86558 -3.75382 -1.56773
H: -4.73017 -2.52908 -2.56991
H: -3.28546 -2.31635 -4.28214
H: -1.54454 -2.68676 -4.19001
H: -2.08782 -1.01577 -4.38375
H: -3.95914 2.27717 -1.58244
H: -2.70173 3.52697 -1.36800
H: -3.13383 2.44343 -0.03981
H: -3.14929 -0.27273 -0.39392
H: -3.74693 0.07772 -2.03889
H: -1.16231 2.24071 -3.80442
H: -2.62499 1.22895 -3.89446
H: -1.00266 0.48372 -3.80744
C: 0.13558 -1.60358 3.56024
Si: 1.35595 -0.43520 2.73540
C: 2.22661 0.46496 4.14351
C: 2.70552 -1.56726 2.04838
C: 0.30556 0.50553 1.43343
Si: -0.53531 1.97320 2.24037
C: 0.45693 2.99779 3.48345
C: -1.03542 3.33553 1.04947
C: -1.98466 1.37281 3.26310
H: 0.74933 -2.36953 4.05649
H: -0.52546 -2.09168 2.83024
H: -0.46369 -1.08560 4.32102
H: 2.63181 -0.35015 4.76566
H: 3.06770 1.09359 3.81720
H: 1.54563 1.05744 4.76628
H: 2.97084 -2.23778 2.88173
H: 2.34381 -2.20036 1.22822
H: 3.62771 -1.04735 1.75440
H: -0.38525 -0.29808 1.09537
H: 1.53908 2.95564 3.33151
H: 0.14396 4.05021 3.42365
H: 0.22165 2.65488 4.49994
H: -2.12726 3.48028 1.15766
H: -0.52899 4.25727 1.36914
H: -0.81662 3.31013 -0.09628
H: -2.48375 0.50392 2.81986
H: -1.62661 1.09934 4.26433
H: -2.72027 2.18186 3.37582

Results
energy relative to the best compared isomer or geometry (same formula, charge and spin) = 0.000 eV
spin multiplicity = 3
net charge = +2
⟨S²⟩ = 2.012
E_tot = -68225.593 eV

The computed Mulliken charges, all in e, follow: atom 1 (W): -1.72, atom 2 (C): 0.21, atom 3 (C): 1.22, atom 4 (C): 1.53, atom 5 (C): 0.19, atom 6 (C): 0.05, atom 7 (C): -0.72, atom 8 (H): 0.32, atom 9 (H): -0.35, atom 10 (H): 0.33, atom 11 (C): -1.24, atom 12 (H): -0.26, atom 13 (H): 0.43, atom 14 (H): 0.39, atom 15 (C): -1.37, atom 16 (H): 0.32, atom 17 (H): 0.27, atom 18 (H): 0.43, atom 19 (C): -1.24, atom 20 (H): 0.49, atom 21 (H): 0.06, atom 22 (H): 0.37, atom 23 (C): -1.55, atom 24 (H): 0.31, atom 25 (H): 0.47, atom 26 (H): 0.31, atom 27 (C): -0.40, atom 28 (C): -0.80, atom 29 (C): -0.17, atom 30 (C): -0.78, atom 31 (C): 2.80, atom 32 (C): -1.60, atom 33 (C): -0.85, atom 34 (C): -0.92, atom 35 (H): 0.63, atom 36 (H): 0.35, atom 37 (H): -0.30, atom 38 (H): 0.34, atom 39 (H): 0.39, atom 40 (H): 0.78, atom 41 (H): 0.48, atom 42 (H): 0.37, atom 43 (H): 0.54, atom 44 (H): 0.25, atom 45 (H): 0.28, atom 46 (H): -1.32, atom 47 (P): 1.10, atom 48 (C): -1.51, atom 49 (C): -1.40, atom 50 (P): 1.95, atom 51 (C): -1.31, atom 52 (C): -1.76, atom 53 (C): -1.67, atom 54 (H): 0.40, atom 55 (H): 0.38, atom 56 (H): 0.57, atom 57 (H): 0.44, atom 58 (H): 0.44, atom 59 (H): 0.42, atom 60 (H): 0.54, atom 61 (H): 0.37, atom 62 (H): 0.33, atom 63 (H): 0.65, atom 64 (H): 0.54, atom 65 (H): 0.49, atom 66 (H): 0.56, atom 67 (H): 0.20, atom 68 (C): -0.77, atom 69 (Si): 0.47, atom 70 (C): -1.11, atom 71 (C): -0.48, atom 72 (C): 1.43, atom 73 (Si): 0.52, atom 74 (C): -1.69, atom 75 (C): -1.17, atom 76 (C): -1.24, atom 77 (H): 0.39, atom 78 (H): -0.25, atom 79 (H): 0.40, atom 80 (H): 0.48, atom 81 (H): 0.28, atom 82 (H): 0.39, atom 83 (H): 0.58, atom 84 (H): -0.68, atom 85 (H): 0.53, atom 86 (H): -0.93, atom 87 (H): 0.42, atom 88 (H): 0.53, atom 89 (H): 0.54, atom 90 (H): 0.73, atom 91 (H): 0.44, atom 92 (H): -0.01, atom 93 (H): 0.32, atom 94 (H): 0.35, atom 95 (H): 0.42


[2]
Molecular formula: C30H61BCl4F4N2O7
Method: DFT, ωB97M-V/def2-TZVPD

Geometry (Å):
C: 0.14052 -0.58737 -2.28840
C: 1.08515 0.58741 -1.82038
N: 0.45948 1.30055 -0.73851
C: -0.54291 2.23768 -0.71596
C: -0.83065 2.62126 0.56521
N: 0.08401 1.91303 1.34509
C: 0.82612 1.13859 0.54017
C: 0.32528 1.98370 2.79457
H: -0.91365 -0.39599 -2.48192
H: 0.11735 -1.28985 -1.44877
H: 0.61182 -1.16095 -3.08554
H: 1.30992 1.23301 -2.67714
H: 2.15367 0.44491 -1.65548
H: -1.01858 2.59207 -1.61762
H: -1.49739 3.33312 1.01867
H: 1.63479 0.47725 0.82889
H: 0.95761 1.14133 3.06860
H: -0.65756 1.91132 3.25381
H: 0.89240 2.86914 3.07466
B: 3.75506 -0.12701 1.27615
F: 4.24410 -0.12164 -0.04088
F: 3.12848 1.08546 1.58367
F: 2.69412 -1.10419 1.21061
F: 4.63819 -0.49289 2.28109
C: 1.39193 -5.23487 -2.08950
C: 0.18417 -5.39683 -2.97453
C: -0.84472 -4.78106 -2.01495
O: -0.31946 -4.72680 -0.67273
C: 0.85735 -5.51916 -0.70043
H: 1.80983 -4.22530 -2.06712
H: 2.33050 -5.77694 -2.24991
H: -0.22603 -6.36222 -3.25173
H: 0.37104 -4.68956 -3.78373
H: -1.68068 -5.48568 -1.92793
H: -1.27889 -3.82192 -2.30094
H: 0.55730 -6.56655 -0.57087
H: 1.52303 -5.21597 0.10680
C: -4.97092 0.66122 3.27514
C: -4.94987 -0.01482 1.93623
C: -3.59351 0.38467 1.27305
O: -3.55439 1.75681 1.74686
C: -4.28255 1.99349 2.96319
H: -4.36841 0.11995 4.00300
H: -6.02802 0.79686 3.49591
H: -5.79995 0.37461 1.37488
H: -4.99294 -1.10620 1.96900
H: -3.49022 0.42391 0.19119
H: -2.76537 -0.20708 1.67603
H: -4.95277 2.84182 2.82955
H: -3.52736 2.22652 3.71225
C: 0.54537 3.04472 -5.75559
C: 1.59677 3.59653 -4.81508
C: 0.84247 4.25769 -3.70223
O: -0.42932 3.51843 -3.63904
C: -0.56095 2.65912 -4.77800
H: 0.98661 2.19308 -6.27310
H: 0.18605 3.79003 -6.46518
H: 2.10886 4.39194 -5.36448
H: 2.32998 2.87038 -4.47910
H: 0.70149 5.32685 -3.84577
H: 1.36037 4.03214 -2.76782
H: -1.59000 2.83478 -5.08794
H: -0.32860 1.63910 -4.45008
C: -1.33651 4.57373 6.38729
C: -0.10641 4.58384 5.51925
C: -0.55662 5.37341 4.31928
O: -1.85080 4.90438 4.05467
C: -2.34692 4.26051 5.26145
H: -1.60696 5.56869 6.74299
H: -1.41306 3.79005 7.13687
H: 0.10553 3.55867 5.19491
H: 0.81990 4.88103 6.01387
H: 0.02626 5.23729 3.40674
H: -0.58053 6.42423 4.63983
H: -2.36954 3.18472 5.09132
H: -3.29541 4.77055 5.42425
C: -1.91138 -3.29115 3.00617
C: -0.50227 -3.32444 2.46077
C: -0.16679 -1.83955 2.28188
O: -0.89995 -1.19376 3.31944
C: -1.89438 -2.04099 3.87756
H: -2.16132 -4.21808 3.51878
H: -2.64058 -3.05929 2.22619
H: -0.38219 -3.81487 1.49317
H: 0.16452 -3.89373 3.11162
H: -0.48091 -1.57931 1.26666
H: 0.90302 -1.70650 2.43846
H: -2.87740 -1.56534 3.80432
H: -1.76048 -2.25980 4.94039
C: 4.19899 -3.06790 -1.90669
C: 4.37129 -3.85478 -0.59563
O: 5.16638 -3.11438 0.28463
O: 3.25816 -2.04563 -1.73644
H: 3.90598 -3.56449 -2.83375
H: 5.17741 -2.59955 -2.09654
H: 4.98662 -4.70267 -0.91184
H: 3.36724 -4.06441 -0.22597
H: 4.53579 -2.61497 0.82000
H: 3.48607 -1.46172 -0.99569
C: -2.84925 -1.58154 -5.56162
Cl: -4.00680 -2.81027 -5.13315
Cl: -3.43796 0.04918 -5.36456
H: -1.96716 -1.64361 -4.92760
H: -2.51314 -1.76098 -6.57953
C: 4.68807 0.61171 -3.58841
Cl: 3.52189 0.05198 -4.80291
Cl: 4.03894 1.99413 -2.75493
H: 4.77302 -0.17408 -2.84090
H: 5.67410 0.83610 -3.98249

Results
E_tot = -111050.297 eV

These are the Mulliken partial charges, in e, on atoms 1 to 99: atom 1 (C): -0.97, atom 2 (C): 0.86, atom 3 (N): 0.98, atom 4 (C): -0.55, atom 5 (C): -1.10, atom 6 (N): 0.37, atom 7 (C): -0.56, atom 8 (C): -0.65, atom 9 (H): 0.41, atom 10 (H): 0.22, atom 11 (H): 0.48, atom 12 (H): -0.89, atom 13 (H): -0.44, atom 14 (H): 0.73, atom 15 (H): 0.57, atom 16 (H): 0.71, atom 17 (H): 0.29, atom 18 (H): 0.19, atom 19 (H): 0.30, atom 20 (B): -0.05, atom 21 (F): -0.31, atom 22 (F): -0.25, atom 23 (F): -0.17, atom 24 (F): -0.32, atom 25 (C): 0.30, atom 26 (C): -0.70, atom 27 (C): -0.55, atom 28 (O): -0.46, atom 29 (C): -0.53, atom 30 (H): -0.52, atom 31 (H): 0.51, atom 32 (H): 0.33, atom 33 (H): 0.25, atom 34 (H): 0.34, atom 35 (H): 0.29, atom 36 (H): 0.22, atom 37 (H): 0.42, atom 38 (C): -0.50, atom 39 (C): -0.78, atom 40 (C): 0.42, atom 41 (O): -0.35, atom 42 (C): 0.32, atom 43 (H): 0.20, atom 44 (H): 0.36, atom 45 (H): 0.35, atom 46 (H): 0.36, atom 47 (H): 0.38, atom 48 (H): -0.51, atom 49 (H): 0.32, atom 50 (H): -0.50, atom 51 (C): -0.73, atom 52 (C): 0.12, atom 53 (C): -0.32, atom 54 (O): -0.46, atom 55 (C): 0.07, atom 56 (H): 0.34, atom 57 (H): 0.30, atom 58 (H): 0.45, atom 59 (H): -0.49, atom 60 (H): 0.39, atom 61 (H): 0.16, atom 62 (H): 0.36, atom 63 (H): -0.16, atom 64 (C): -0.61, atom 65 (C): -0.28, atom 66 (C): -0.43, atom 67 (O): -0.39, atom 68 (C): -0.31, atom 69 (H): 0.28, atom 70 (H): 0.32, atom 71 (H): -0.01, atom 72 (H): 0.42, atom 73 (H): 0.29, atom 74 (H): 0.31, atom 75 (H): 0.08, atom 76 (H): 0.35, atom 77 (C): -0.64, atom 78 (C): -0.01, atom 79 (C): 0.35, atom 80 (O): -0.39, atom 81 (C): -0.06, atom 82 (H): 0.47, atom 83 (H): 0.15, atom 84 (H): -0.25, atom 85 (H): 0.34, atom 86 (H): -0.07, atom 87 (H): 0.04, atom 88 (H): -0.28, atom 89 (H): 0.38, atom 90 (C): -0.71, atom 91 (C): -0.59, atom 92 (O): -0.60, atom 93 (O): 0.04, atom 94 (H): 0.47, atom 95 (H): 0.42, atom 96 (H): 0.42, atom 97 (H): 0.22, atom 98 (H): 0.33, atom 99 (H): -0.03